[1]
ORCA calculation (ωB97M-V/def2-TZVPD) on a molecular structure, C4H2NiO2.

Results
- Multiplicity: 4
- LUMO (spin up / spin down): -5.31 / -6.64 eV
- Energy relative to the best compared isomer or geometry (same formula, charge and spin): 0.00 kJ/mol
- Total energy: -49302.5103 eV
- Gap between HOMO and LUMO (spin up / spin down): 0.275 / 0.277 Eh
- Charge: +1
- E_HOMO (spin up / spin down): -12.80 / -14.18 eV

```
9
Properties=species:S:1:pos:R:3:forces:R:3:mulliken_spin:R:1
H 2.286 0.095 1.499 -0.8 0.8 -0.4 0.22
O 2.441 -1.918 0.181 0.5 -0.3 0.7 0.32
C 1.911 -1.054 0.760 -0.4 0.1 -1.9 0.43
C 1.306 0.199 0.442 1.0 -1.1 1.4 0.01
C 0.087 0.469 0.200 -0.2 0.4 -0.2 0.58
C -1.247 0.419 -0.175 0.0 -0.7 1.0 0.16
O -1.664 0.717 -1.315 1.1 0.1 0.2 0.29
Ni -3.193 1.089 -2.173 -1.1 0.2 -0.6 0.96
H -1.926 -0.015 0.581 0.0 0.5 -0.2 0.02
```
Forces are in eV/Å.


[2]
ORCA calculation (ωB97M-V/def2-TZVPD) on a single C6H12O molecule.

Results
- Multiplicity: 1
- LUMO: 0.86 eV
- Energy relative to the best compared isomer or geometry (same formula, charge and spin): 477.43 kJ/mol
- Total energy: -8459.4057 eV
- Gap between HOMO and LUMO: 0.287 Eh
- Charge: 0
- E_HOMO: -6.96 eV

```
19
Properties=species:S:1:pos:R:3:forces:R:3:mulliken_charge:R:1
C -0.108 -1.353 -2.018 -0.1 0.0 -0.1 -0.94
C 0.166 -1.764 -0.584 0.3 0.0 -0.2 -0.51
O 0.878 -0.301 -0.045 0.0 -0.2 -0.2 -0.14
C 1.035 -0.217 1.383 0.1 0.0 0.2 -0.63
C 0.026 0.622 0.728 -0.1 0.2 0.1 1.32
C -1.429 0.259 0.858 0.0 0.0 -0.1 -1.51
C 0.346 2.051 0.379 0.0 0.0 0.0 -1.37
H 0.751 -0.993 -2.610 -0.1 -0.1 0.1 0.28
H -0.500 -2.246 -2.523 0.1 0.1 0.1 0.38
H -0.900 -0.593 -2.084 0.1 -0.2 0.0 0.17
H 1.132 -2.304 -0.585 -0.1 0.1 0.0 0.19
H 1.994 0.199 1.683 -0.1 -0.1 0.0 0.25
H 0.706 -1.124 1.885 0.0 0.1 -0.1 0.33
H -1.530 -0.828 0.796 0.0 0.2 0.0 0.45
H -2.016 0.718 0.056 0.1 0.0 0.1 0.32
H -1.804 0.635 1.817 0.1 -0.1 -0.1 0.41
H -0.150 2.318 -0.559 0.1 0.0 0.1 0.29
H 1.423 2.199 0.259 -0.1 0.0 0.0 0.37
H -0.021 2.720 1.164 0.0 -0.1 -0.1 0.35
```
Forces are in eV/Å.